{
  "formula": "C33H23FeNO4",
  "method": "ωB97M-V/def2-TZVPD",
  "species": ["Fe", "O", "C", "O", "C", "C", "C", "C", "C", "C", "C", "C", "C", "N", "H", "H", "H", "H", "H", "H", "C", "C", "O", "C", "C", "C", "C", "C", "C", "O", "H", "H", "H", "H", "H", "H", "H", "C", "C", "C", "C", "C", "C", "C", "C", "C", "C", "C", "C", "C", "C", "C", "H", "H", "H", "H", "H", "H", "H", "H", "H", "H"],
  "xyz": [[-0.40423, -0.22614, -0.94921], [2.85972, -0.93882, -3.03198], [1.82727, -0.94207, -2.37416], [0.87073, -0.10603, -2.39482], [1.60456, -2.10287, -1.40759], [2.54054, -3.16151, -1.36959], [2.31411, -4.20275, -0.53352], [1.15734, -4.20404, 0.28288], [0.87037, -5.26339, 1.17681], [-0.24531, -5.22514, 1.95906], [-1.11815, -4.11843, 1.88313], [-0.86994, -3.08007, 1.03037], [0.27317, -3.10676, 0.19892], [0.52050, -2.06381, -0.66822], [3.40372, -3.08527, -2.01399], [3.00850, -5.03338, -0.46759], [1.55796, -6.09977, 1.22929], [-0.46017, -6.03666, 2.64317], [-1.99894, -4.09158, 2.51291], [-1.52931, -2.23051, 0.95401], [-2.61903, 3.35206, -1.37043], [-2.48805, 1.85497, -1.22042], [-1.46369, 1.33270, -1.66397], [-3.54097, 1.08436, -0.59554], [-4.81253, 1.65672, -0.38905], [-5.84892, 0.94987, 0.16195], [-5.61448, -0.38437, 0.54603], [-4.39105, -0.96758, 0.37535], [-3.29209, -0.26067, -0.20456], [-2.16400, -0.85745, -0.31786], [-1.67993, 3.73643, -1.75828], [-2.84050, 3.80856, -0.40528], [-3.42554, 3.61314, -2.05833], [-4.98030, 2.68130, -0.69682], [-6.82114, 1.40353, 0.29728], [-6.41877, -0.96156, 0.98923], [-4.20927, -1.99224, 0.67588], [0.49608, 0.62150, 0.54189], [1.18470, 1.17929, 1.40362], [1.91661, 1.82094, 2.38922], [2.35561, 1.03966, 3.55204], [2.55265, 1.60772, 4.81804], [2.93158, 0.83039, 5.90182], [3.12291, -0.53694, 5.75627], [2.91284, -1.11975, 4.51131], [2.53059, -0.34713, 3.42932], [2.22157, 3.24588, 2.23650], [1.41260, 4.04561, 1.41485], [1.69173, 5.38658, 1.22157], [2.79311, 5.97543, 1.83319], [3.61703, 5.19385, 2.63206], [3.33850, 3.85063, 2.83055], [2.37658, 2.66621, 4.95862], [3.06610, 1.29663, 6.87082], [3.42247, -1.14235, 6.60284], [3.04498, -2.18750, 4.38271], [2.35519, -0.80232, 2.46266], [0.56505, 3.58233, 0.92559], [1.04749, 5.97770, 0.58150], [3.01337, 7.02415, 1.67720], [4.49401, 5.62972, 3.09613], [4.01330, 3.25149, 3.42764]],
  "forces_ev_per_a": [[-0.8, -0.8, -0.1], [-0.1, 0.0, -0.1], [0.1, -0.1, 0.1], [0.2, 0.4, -0.2], [0.1, -0.2, 0.0], [0.0, 0.1, 0.0], [0.0, -0.1, 0.1], [0.0, 0.0, 0.0], [0.1, 0.0, 0.0], [-0.1, 0.0, 0.0], [0.0, 0.0, 0.0], [0.1, 0.0, 0.1], [0.1, 0.2, -0.1], [0.1, 0.2, 0.2], [0.0, 0.0, 0.0], [0.0, 0.0, 0.0], [0.0, 0.0, 0.0], [0.0, 0.0, 0.0], [0.0, 0.0, 0.0], [0.0, 0.0, 0.0], [-0.1, 0.0, -0.1], [-0.1, -0.1, -0.2], [0.6, 0.5, 0.2], [0.0, 0.2, 0.2], [0.0, 0.0, 0.0], [0.0, -0.1, 0.0], [-0.1, 0.0, 0.0], [0.1, 0.0, -0.1], [0.0, -0.1, 0.0], [-0.2, 0.0, 0.1], [0.0, 0.0, 0.0], [0.0, 0.0, 0.0], [0.0, 0.0, 0.0], [0.0, 0.0, 0.0], [0.0, 0.0, 0.0], [0.0, 0.0, 0.0], [0.0, 0.0, 0.0], [-0.1, 0.1, -0.1], [-0.1, 0.0, -0.1], [0.1, 0.0, 0.1], [0.0, 0.0, -0.1], [0.0, 0.0, 0.0], [0.0, 0.0, 0.0], [0.0, 0.0, 0.0], [0.0, 0.0, 0.0], [0.0, 0.0, 0.0], [-0.1, -0.1, 0.0], [0.0, 0.1, 0.0], [0.0, 0.0, 0.0], [0.0, 0.0, 0.0], [0.0, 0.0, 0.0], [0.0, 0.0, 0.0], [0.0, 0.0, 0.0], [0.0, 0.0, 0.0], [0.0, 0.0, 0.0], [0.0, 0.0, 0.0], [0.0, 0.0, 0.0], [0.0, 0.0, 0.0], [0.0, 0.0, 0.0], [0.0, 0.0, 0.0], [0.0, 0.0, 0.0], [0.0, 0.0, 0.0]],
  "multiplicity": 2,
  "total_energy_ha": -2890.81362,
  "homo_ev": [-3.5, -4.7],
  "gap_ev": [5.9, 6.9],
  "largest_force_ev_per_a": 1.2,
  "total_charge": -1
}